7 unconnected molecules or ions with the total composition C7H28N14O7 at a distorted geometry, computed with ωB97M-V/def2-TZVPD.

Largest force on an atom = 2.4 eV/A
2S+1 = 1
E = -42913.337 eV
SMILES string = NC(N)=O.NC(N)=O.NC(N)=O.NC(N)=O.NC(N)=O.NC(N)=O.NC(N)=O
Relative energy (zero: lowest compared OMol25 entry of this formula, charge and spin) = 180.26 kJ/mol
M = 420.39 g mol⁻¹
Kohn-Sham gap = 0.3083 Ha

Structure (XYZ):
```
56
C7H28N14O7 ωB97M-V/def2-TZVPD
C -0.690 4.155 0.213
O -0.850 4.670 1.311
N 0.534 3.837 -0.264
N -1.715 3.802 -0.611
H 1.264 3.870 0.427
H 0.636 3.364 -1.137
H -1.588 3.182 -1.387
H -2.673 3.944 -0.347
C -0.074 2.661 3.435
O -0.183 3.635 4.176
N 1.081 2.326 2.804
N -1.085 1.764 3.197
H 1.069 1.457 2.283
H 1.962 2.779 2.939
H -0.867 1.068 2.511
H -1.942 1.863 3.703
C 0.836 -4.236 -1.673
O -0.193 -4.904 -1.744
N 2.060 -4.782 -1.821
N 0.855 -2.945 -1.229
H 2.912 -4.300 -1.612
H 2.079 -5.760 -2.048
H 0.009 -2.434 -1.056
H 1.682 -2.378 -1.245
C 3.677 1.156 -1.224
O 4.196 0.799 -0.174
N 3.248 0.277 -2.193
N 3.491 2.456 -1.555
H 3.536 -0.677 -2.013
H 3.484 0.463 -3.159
H 3.698 3.149 -0.861
H 3.222 2.607 -2.508
C -0.163 0.273 -0.217
O 0.700 0.296 0.682
N -1.449 -0.036 -0.029
N 0.210 0.541 -1.506
H -2.103 -0.135 -0.785
H -1.761 -0.267 0.899
H -0.415 0.527 -2.289
H 1.218 0.387 -1.577
C -5.167 -1.824 -1.440
O -5.341 -2.690 -0.579
N -4.464 -0.697 -1.128
N -5.737 -1.848 -2.650
H -4.159 -0.677 -0.171
H -4.444 0.126 -1.700
H -6.309 -2.643 -2.873
H -5.553 -1.132 -3.326
C 1.494 -2.368 3.206
O 1.509 -2.691 4.389
N 0.972 -3.102 2.194
N 1.864 -1.127 2.776
H 0.449 -3.943 2.361
H 0.762 -2.563 1.374
H 1.735 -0.674 1.878
H 2.479 -0.599 3.375
```

***

A molecular structure, C48H42BrN3O2P2V, computed with ωB97M-V/def2-TZVPD.

Largest force on an atom = 0.9 eV/A
2S+1 = 3
E = -173310.248 eV
Net charge = +3
Relative energy (zero: lowest compared OMol25 entry of this formula, charge and spin) = 0.00 kJ/mol
M = 885.68 g mol⁻¹
Kohn-Sham gap (alpha / beta) = 0.2324 / 0.2661 Ha

Structure (XYZ):
```
99
C48H42BrN3O2P2V ωB97M-V/def2-TZVPD
V 0.280 -0.181 0.715
O -5.062 2.250 -0.923
C -3.814 1.911 -0.700
C -2.734 2.809 -0.692
C -1.485 2.337 -0.435
N -1.229 1.025 -0.191
C -2.297 0.205 -0.228
Br -1.798 -1.596 0.136
C -3.579 0.549 -0.465
H -5.173 3.190 -1.112
H -2.880 3.867 -0.884
H -0.640 3.006 -0.432
H -4.390 -0.172 -0.482
C 0.333 -4.955 4.863
C 1.392 -3.849 4.669
C 2.539 -4.043 5.680
C 1.947 -3.927 3.254
C 2.666 -5.056 2.863
C 3.174 -5.216 1.584
C 2.956 -4.226 0.647
C 2.254 -3.081 1.007
P 1.929 -1.842 -0.254
C 1.278 -2.845 -1.637
C 0.227 -3.718 -1.337
C -0.281 -4.571 -2.302
C 0.262 -4.566 -3.583
C 1.315 -3.721 -3.883
C 1.826 -2.860 -2.916
C 3.519 -1.159 -0.778
C 3.539 -0.269 -1.857
C 4.740 0.249 -2.317
C 5.931 -0.112 -1.689
C 5.913 -0.984 -0.607
C 4.710 -1.506 -0.149
C 1.760 -2.946 2.296
O 1.029 -1.753 2.574
C 0.596 -1.538 3.910
C -0.002 -0.316 4.172
C -0.495 -0.028 5.441
C -0.364 -0.964 6.446
C 0.249 -2.176 6.160
C 0.745 -2.495 4.897
P -0.251 0.860 2.853
C -2.041 1.212 2.912
C -2.553 2.508 2.877
C -3.928 2.716 2.951
C -4.793 1.638 3.055
C -4.287 0.341 3.104
C -2.918 0.128 3.037
C 0.625 2.377 3.280
C 0.551 3.482 2.425
C 1.227 4.653 2.732
C 1.992 4.725 3.892
C 2.079 3.629 4.736
C 1.401 2.454 4.432
H 0.778 -5.943 4.729
H -0.485 -4.848 4.145
H -0.089 -4.917 5.872
H 3.006 -5.022 5.557
H 2.168 -3.994 6.708
H 3.307 -3.276 5.555
H 2.821 -5.850 3.589
H 3.723 -6.113 1.318
H 3.324 -4.339 -0.369
H -0.153 -3.789 -0.322
H -1.085 -5.256 -2.052
H -0.128 -5.237 -4.339
H 1.761 -3.738 -4.873
H 2.661 -2.228 -3.173
H 2.615 -0.003 -2.365
H 4.756 0.914 -3.175
H 6.873 0.283 -2.049
H 6.843 -1.273 -0.125
H 4.711 -2.187 0.693
H -0.985 0.924 5.632
H -0.740 -0.759 7.444
H 0.337 -2.913 6.953
H -1.889 3.364 2.832
H -4.318 3.730 2.954
H -5.862 1.806 3.130
H -4.960 -0.501 3.224
H -2.534 -0.880 3.136
H -0.050 3.434 1.523
H 1.151 5.515 2.077
H 2.512 5.644 4.142
H 2.673 3.686 5.641
H 1.481 1.605 5.102
C 1.846 2.404 -1.358
C 2.423 1.916 -0.072
N 1.938 0.992 0.765
C 2.894 0.837 1.789
C 3.915 1.682 1.571
N 3.596 2.347 0.403
H 1.008 1.794 -1.666
H 2.596 2.359 -2.149
H 1.522 3.448 -1.279
H 2.769 0.133 2.596
H 4.823 1.869 2.127
H 4.176 3.035 -0.049
```

***

A molecular structure, C21H20AsFN3O3PtS3, computed with ωB97M-V/def2-TZVPD.

Largest force on an atom = 0.3 eV/A
2S+1 = 1
E = -132026.698 eV
Net charge = -1
Relative energy (zero: lowest compared OMol25 entry of this formula, charge and spin) = 103.51 kJ/mol
M = 747.61 g mol⁻¹
Kohn-Sham gap = 0.2381 Ha

Structure (XYZ):
```
53
C21H20AsFN3O3PtS3 ωB97M-V/def2-TZVPD
Pt -0.392 0.314 -0.942
C 3.691 6.723 -0.958
C 2.186 6.481 -1.005
C 1.385 7.513 -0.221
C 1.699 7.422 1.266
C 1.571 6.002 1.754
C 1.352 5.731 3.089
C 1.222 4.419 3.522
F 1.008 4.207 4.839
C 1.293 3.358 2.662
C 1.517 3.608 1.307
C 1.583 2.439 0.384
O 1.480 1.308 0.839
C 1.776 2.785 -1.015
C 1.928 4.091 -1.351
N 1.866 5.142 -0.504
C 1.657 4.923 0.854
C 1.864 1.819 -2.182
O 2.442 2.203 -3.199
O 1.329 0.655 -2.077
H 3.930 7.725 -1.318
H 4.209 5.997 -1.586
H 4.074 6.618 0.058
H 1.857 6.500 -2.045
H 0.321 7.325 -0.384
H 1.608 8.509 -0.606
H 1.025 8.065 1.836
H 2.711 7.791 1.456
H 1.268 6.537 3.808
H 1.172 2.336 2.992
H 2.118 4.331 -2.390
S -3.493 -1.246 2.517
C -2.223 -1.050 1.459
S -2.365 0.190 0.221
C -1.025 -1.807 1.462
C -0.748 -2.832 2.403
N -0.497 -3.681 3.142
C -0.092 -1.607 0.432
N 0.728 -1.525 -0.409
C -2.668 -1.081 -3.085
As -1.680 0.476 -3.631
C -2.781 1.239 -5.030
C -0.083 -0.114 -4.515
S -1.429 1.993 -2.134
H -3.165 -1.508 -3.957
H -3.386 -0.784 -2.323
H -1.970 -1.789 -2.644
H -2.974 0.494 -5.800
H -2.265 2.095 -5.464
H -3.718 1.569 -4.585
H -0.380 -0.647 -5.419
H 0.472 -0.750 -3.830
H 0.537 0.752 -4.741
```

***

A molecular structure, C23H23F6N4O12Pt2S2 at a distorted geometry, computed with ωB97M-V/def2-TZVPD.

Largest force on an atom = 7.5 eV/A
2S+1 = 5
E = -99207.064 eV
Net charge = +1
M = 1115.73 g mol⁻¹
Kohn-Sham gap (alpha / beta) = 0.1899 / 0.1189 Ha

Structure (XYZ):
```
72
C23H23F6N4O12Pt2S2 ωB97M-V/def2-TZVPD
Pt -10.056 -28.497 19.682
Pt -12.256 -25.629 20.279
C -8.852 -32.292 18.605
F -8.995 -33.593 18.623
F -8.210 -31.820 19.662
F -8.123 -31.999 17.516
S -10.545 -31.456 18.535
O -11.364 -32.145 17.615
O -10.950 -31.582 19.906
N -10.190 -29.809 18.147
S -9.716 -29.602 16.593
O -8.388 -29.081 16.503
O -10.064 -30.639 15.697
C -10.902 -28.235 16.014
F -12.089 -28.669 16.418
F -10.637 -27.007 16.419
F -10.867 -28.229 14.697
C -9.497 -25.697 19.890
O -10.389 -24.834 19.582
O -9.003 -26.503 19.031
O -9.797 -26.538 20.907
O -8.112 -29.301 20.315
C -6.917 -29.150 19.938
N -6.596 -28.259 19.022
C -5.837 -29.952 20.600
H -5.656 -28.176 18.676
H -7.307 -27.673 18.617
H -5.264 -30.562 19.908
H -6.314 -30.583 21.342
H -5.237 -29.172 21.076
O -5.968 -22.217 17.554
C -5.716 -23.395 17.645
N -4.818 -24.113 16.908
C -6.610 -24.286 18.503
H -4.077 -23.744 16.342
H -4.994 -25.098 16.956
H -7.572 -23.886 18.814
H -6.048 -24.515 19.416
H -6.892 -25.247 18.057
O -10.736 -24.261 23.865
C -9.828 -23.428 23.894
N -9.360 -22.876 22.718
C -9.023 -23.111 25.131
H -9.885 -23.245 21.944
H -8.581 -22.249 22.708
H -8.236 -23.871 25.128
H -9.620 -23.035 26.029
H -8.443 -22.202 24.954
C -9.782 -23.565 14.630
C -10.757 -23.770 15.610
C -11.856 -24.554 15.319
C -12.080 -25.020 14.026
C -11.087 -24.863 13.070
C -9.957 -24.109 13.368
C -11.229 -25.527 11.749
O -10.294 -25.720 11.031
C -12.605 -25.909 11.347
C -12.950 -25.854 10.006
C -14.250 -25.914 9.564
C -15.267 -26.063 10.513
C -14.941 -26.061 11.844
C -13.637 -25.987 12.296
C -13.333 -25.756 13.731
O -14.202 -25.858 14.541
H -8.885 -22.990 14.781
H -10.611 -23.396 16.614
H -12.578 -24.753 16.102
H -9.199 -23.915 12.620
H -12.111 -25.661 9.345
H -14.463 -25.917 8.504
H -16.243 -26.177 10.058
H -15.707 -26.113 12.610
```

***

6 unconnected molecules or ions with the total composition C35H77F5IO8PS at a distorted geometry, computed with ωB97M-V/def2-TZVPD.

Largest force on an atom = 7.4 eV/A
2S+1 = 1
E = -95728.960 eV
SMILES string = COCCCCCCCCCCCCP(I)S(=O)(=O)C(F)(F)C(F)(F)F.CCOCC.CCOCC.CCOCC.CCOCC.CCOCC
M = 910.93 g mol⁻¹
Kohn-Sham gap = 0.2899 Ha

Structure (XYZ):
```
128
C35H77F5IO8PS ωB97M-V/def2-TZVPD
C -5.255 -9.523 -5.871
O -5.335 -9.001 -7.229
C -4.118 -9.279 -7.952
C -3.238 -7.989 -8.308
C -3.819 -6.605 -7.773
C -2.658 -5.519 -7.451
C -3.394 -4.335 -6.636
C -2.382 -3.288 -5.980
C -3.213 -2.518 -4.817
C -2.519 -1.080 -4.606
C -1.001 -1.328 -4.134
C -0.750 -0.494 -2.790
C 0.689 0.179 -2.676
C 1.908 -0.840 -2.919
P 1.945 -2.302 -1.735
I 3.935 -3.625 -2.424
S 2.404 -1.683 0.300
O 2.350 -2.953 1.125
O 3.809 -1.107 0.315
C 1.279 -0.344 0.946
F 1.870 0.898 0.627
F -0.008 -0.462 0.359
C 1.054 -0.348 2.533
F 1.073 1.006 2.943
F -0.235 -0.801 2.786
F 2.041 -0.977 3.265
H -5.046 -10.637 -5.933
H -4.430 -9.011 -5.269
H -6.241 -9.366 -5.312
H -3.464 -9.952 -7.295
H -4.412 -9.805 -8.927
H -2.174 -8.132 -7.930
H -3.164 -7.918 -9.447
H -4.438 -6.676 -6.826
H -4.480 -6.107 -8.560
H -1.823 -5.981 -6.821
H -2.199 -5.095 -8.408
H -3.973 -4.833 -5.779
H -4.103 -3.774 -7.344
H -1.961 -2.544 -6.736
H -1.533 -3.831 -5.453
H -3.225 -3.123 -3.842
H -4.293 -2.438 -5.183
H -3.153 -0.527 -3.844
H -2.591 -0.506 -5.592
H -0.811 -2.436 -3.906
H -0.321 -0.961 -4.966
H -1.505 0.370 -2.800
H -1.023 -1.169 -1.912
H 0.764 0.967 -3.508
H 0.832 0.768 -1.706
H 1.731 -1.285 -3.964
H 2.907 -0.280 -3.011
C -0.796 5.987 5.278
C -1.070 5.882 3.788
O -0.072 6.495 2.983
C 1.244 5.977 3.110
C 1.357 4.505 2.753
H -0.696 7.034 5.576
H -1.614 5.537 5.847
H 0.127 5.476 5.561
H -2.007 6.397 3.564
H -1.212 4.839 3.485
H 1.630 6.169 4.117
H 1.872 6.554 2.426
H 0.757 3.878 3.415
H 2.395 4.173 2.828
H 1.005 4.332 1.732
C 0.423 -6.478 -1.749
C -0.945 -6.384 -2.402
O -0.896 -5.995 -3.770
C -0.176 -6.854 -4.643
C -0.727 -8.267 -4.699
H 0.949 -5.523 -1.829
H 0.324 -6.736 -0.692
H 1.051 -7.237 -2.220
H -1.532 -5.620 -1.886
H -1.499 -7.323 -2.295
H 0.887 -6.855 -4.381
H -0.245 -6.409 -5.640
H -0.672 -8.766 -3.730
H -0.163 -8.868 -5.416
H -1.779 -8.256 -5.001
C -5.250 -3.050 1.581
C -4.441 -4.115 0.862
O -3.534 -3.588 -0.098
C -2.540 -2.701 0.396
C -1.628 -3.325 1.436
H -5.809 -2.445 0.862
H -5.957 -3.514 2.273
H -4.615 -2.374 2.156
H -5.123 -4.768 0.314
H -3.907 -4.754 1.573
H -3.007 -1.786 0.778
H -1.939 -2.402 -0.466
H -2.177 -3.633 2.329
H -0.861 -2.613 1.747
H -1.138 -4.214 1.031
C 1.531 9.378 4.367
C 2.699 9.147 5.310
O 3.965 9.165 4.662
C 4.317 10.369 3.998
C 4.375 11.577 4.916
H 1.530 8.631 3.570
H 0.585 9.312 4.910
H 1.576 10.361 3.894
H 2.597 8.158 5.762
H 2.688 9.866 6.136
H 3.642 10.548 3.154
H 5.309 10.206 3.567
H 3.405 11.795 5.367
H 4.692 12.463 4.361
H 5.083 11.403 5.732
C 6.243 8.289 7.039
C 6.150 8.355 8.553
O 4.876 7.980 9.060
C 4.445 6.660 8.763
C 5.370 5.582 9.299
H 5.480 8.922 6.581
H 7.227 8.627 6.703
H 6.094 7.275 6.664
H 6.318 9.386 8.873
H 6.936 7.754 9.024
H 4.290 6.547 7.685
H 3.462 6.545 9.228
H 6.366 5.642 8.858
H 4.967 4.590 9.078
H 5.485 5.681 10.382
```

***

A molecular structure, C16H18N2O5Pm at a distorted geometry, computed with ωB97M-V/def2-TZVPD.

Largest force on an atom = 10.2 eV/A
2S+1 = 5
E = -46621.702 eV
Net charge = +3
Relative energy (zero: lowest compared OMol25 entry of this formula, charge and spin) = 61.43 kJ/mol
M = 463.33 g mol⁻¹
Kohn-Sham gap (alpha / beta) = 0.1160 / 0.1205 Ha

Structure (XYZ):
```
42
C16H18N2O5Pm ωB97M-V/def2-TZVPD
Pm -0.339 0.834 -2.314
C -0.138 2.589 -0.903
O 0.038 3.561 -0.286
C -0.003 3.034 -3.688
O 0.147 4.125 -4.058
C -2.511 1.803 -2.456
O -3.571 2.287 -2.502
C 2.021 1.734 -2.559
O 3.062 2.260 -2.553
C 0.019 -1.216 -5.745
H 0.944 -1.659 -5.325
H -0.938 -1.641 -5.384
C 0.041 -0.006 -6.265
H -0.895 0.575 -6.322
H 0.972 0.584 -6.238
C -2.806 -1.056 4.070
C -1.486 -0.358 4.242
N -0.684 -0.311 2.998
C -0.049 0.960 2.677
C 1.443 0.993 2.709
C -0.229 -1.515 2.515
O -0.419 -2.556 3.181
C 0.459 -1.586 1.220
C 1.510 -2.435 0.957
C 2.156 -2.425 -0.249
C 1.736 -1.511 -1.206
N 0.658 -0.694 -0.983
C -0.006 -0.746 0.211
H -3.416 -0.546 3.329
H -3.339 -1.047 5.019
H -2.657 -2.086 3.764
H -1.619 0.678 4.575
H -0.887 -0.905 4.985
H -0.371 1.316 1.698
H -0.431 1.703 3.371
H 1.908 0.334 1.987
H 1.827 1.989 2.500
H 1.827 0.722 3.685
H 1.754 -3.124 1.741
H 3.013 -3.074 -0.455
H 2.184 -1.440 -2.189
H -0.926 -0.143 0.247
```

***

C3H4ClN3 in the gas phase at a distorted geometry, computed with ωB97M-V/def2-TZVPD.

Largest force on an atom = 4.1 eV/A
2S+1 = 1
E = -20166.940 eV
SMILES string = ClCn1nccn1
Relative energy (zero: lowest compared OMol25 entry of this formula, charge and spin) = 156.10 kJ/mol
M = 117.54 g mol⁻¹
Kohn-Sham gap = 0.4051 Ha

Structure (XYZ):
```
11
C3H4ClN3 ωB97M-V/def2-TZVPD
C -1.406 -1.053 0.170
C -1.624 0.191 0.822
C 1.547 0.587 -0.715
N -0.205 -1.039 -0.390
N -0.563 0.933 0.655
N 0.244 0.151 -0.073
Cl 2.798 -0.156 0.323
H -1.870 -1.984 -0.043
H -2.379 0.663 1.398
H 1.785 1.692 -0.564
H 1.672 0.014 -1.584
```

***

2 unconnected molecules or ions with the total composition C4H11NO2 at a distorted geometry, computed with ωB97M-V/def2-TZVPD.

Largest force on an atom = 2.5 eV/A
2S+1 = 1
E = -9910.590 eV
SMILES string = CCN(C)C=O.O
Relative energy (zero: lowest compared OMol25 entry of this formula, charge and spin) = 159.38 kJ/mol
M = 105.14 g mol⁻¹
Kohn-Sham gap = 0.3741 Ha

Structure (XYZ):
```
18
C4H11NO2 ωB97M-V/def2-TZVPD
C -0.384 -0.842 1.542
N -0.414 -0.703 0.193
C 0.886 -0.715 -0.470
C 0.968 -1.006 -1.968
C -1.487 0.121 -0.410
O -0.601 -0.003 2.394
H -0.111 -1.875 1.860
H 1.491 -1.472 0.066
H 1.441 0.206 -0.247
H 0.749 -2.013 -2.291
H 0.504 -0.146 -2.456
H 2.027 -0.809 -2.138
H -1.187 0.663 -1.307
H -2.340 -0.518 -0.567
H -1.614 0.962 0.272
H 0.053 3.400 2.242
H -0.239 1.970 1.728
O 0.256 2.779 1.556
```

***

CH6N4 in the gas phase at a distorted geometry, computed with ωB97M-V/def2-TZVPD.

Largest force on an atom = 3.7 eV/A
2S+1 = 1
E = -7089.137 eV
Relative energy (zero: lowest compared OMol25 entry of this formula, charge and spin) = 474.85 kJ/mol
M = 74.09 g mol⁻¹
Kohn-Sham gap (alpha / beta) = 0.2556 / 0.3060 Ha

Structure (XYZ):
```
11
CH6N4 ωB97M-V/def2-TZVPD
C 0.282 -0.558 0.700
N 0.367 1.600 -0.188
N 0.990 -1.564 0.111
N -0.520 0.168 -0.076
N -1.763 -0.131 -0.172
H 0.546 -0.245 1.701
H 0.766 -1.573 -0.883
H -0.287 2.333 0.094
H 0.565 1.798 -1.167
H 1.273 -2.313 0.726
H -2.217 0.485 -0.847
```